ORCA calculation (ωB97M-V with the def2-TZVPD basis set) on 9 unconnected molecules or ions with the total composition C52H50F9O7PS in a non-equilibrium geometry.

The geometry in XYZ format:
```
120
C52H50F9O7PS (ωB97M-V with the def2-TZVPD basis set)
C -4.63 -2.19 -0.70
H 7.92 -3.04 4.87
H 10.71 1.91 4.29
H -6.83 2.08 -2.19
C 1.96 -5.01 -0.32
H 2.34 -6.19 3.33
C 1.21 -10.38 1.07
C 2.19 -11.09 1.74
H 10.86 4.30 3.63
C -6.34 3.87 -5.04
C 3.10 -11.86 1.02
H -3.00 9.16 0.88
F -5.08 5.39 -7.49
C -4.29 4.62 -9.58
H -3.17 3.98 -6.43
H -4.62 -2.02 0.46
F 6.81 -1.07 3.60
H -3.35 6.69 -2.61
C 8.73 4.50 3.31
C 8.57 1.82 4.06
C 7.50 3.86 3.34
C -3.43 7.07 1.25
C -2.66 -0.01 0.72
H 4.76 -0.43 2.87
C 1.12 -10.41 -0.32
C 2.81 -6.60 1.27
C -3.70 -1.17 -1.58
H 5.10 0.17 5.10
O -0.81 2.11 0.39
H 2.85 3.21 1.61
C 3.86 0.12 2.61
F 6.24 1.91 3.75
H -3.84 4.95 1.30
C 7.19 -2.48 5.45
C -3.38 3.86 -10.31
H 4.55 -0.46 7.45
H 0.83 -3.36 0.46
C 1.38 -4.26 0.70
C -3.18 8.18 0.44
F -6.21 1.55 -4.65
F 1.82 -4.60 -1.59
H 1.98 -11.20 -2.13
H -4.27 -0.27 -2.07
H 6.59 4.39 3.07
H -6.08 3.72 -6.08
H 8.80 5.55 3.03
C 5.30 -1.02 6.89
H 3.37 -7.50 1.49
C -2.38 -0.58 -0.80
C -2.31 3.17 -8.24
C -2.39 3.13 -9.64
C -6.90 5.34 -3.19
O -3.32 2.76 0.25
C -4.20 4.65 -8.19
H 2.24 -11.05 2.82
H -2.01 0.36 -1.44
C 3.02 -11.90 -0.38
H -1.68 2.53 -10.20
C 5.59 -0.67 5.58
H 7.42 -3.67 7.24
C -6.76 2.95 -2.84
H 4.90 1.96 2.22
C 6.53 -1.40 4.87
H -7.23 4.38 -1.29
O -6.09 0.32 -0.02
C 9.89 3.80 3.66
H 3.10 -6.74 -0.87
C -6.43 2.78 -4.18
H 5.72 -2.37 8.52
O -2.27 2.19 2.58
C 2.03 -11.17 -1.05
C 9.81 2.45 4.03
H -3.78 4.70 -1.17
H -3.46 7.18 2.33
H -1.54 2.60 -7.73
C 3.94 1.46 2.24
C 2.78 2.16 1.90
O -8.48 -0.88 -0.20
C 1.47 0.19 2.30
H 8.49 0.77 4.36
C 1.52 -4.69 2.02
H -3.77 -0.11 1.09
H -2.73 1.43 3.08
C 6.90 -2.83 6.77
F -9.13 0.24 -0.54
C 7.43 2.52 3.72
F 0.33 -9.64 1.77
C -3.22 3.94 -7.52
C -3.37 6.78 -1.53
C 2.62 -0.52 2.65
C 2.67 -6.17 -0.05
H -1.94 -0.57 1.48
H 0.34 -9.85 -0.82
C 5.95 -2.10 7.49
C -3.62 5.67 -0.72
H -6.59 -0.63 -3.12
C -3.15 8.02 -0.94
H 3.73 -12.50 -0.95
C 1.54 1.52 1.92
H -7.08 6.34 -2.81
C 2.23 -5.86 2.30
H -5.07 5.18 -10.08
F 0.28 -0.43 2.33
H -6.52 6.02 -5.21
C -6.99 4.23 -2.34
C -6.58 5.16 -4.54
H -3.28 -1.81 -2.49
O -6.04 -2.25 -1.13
C -3.65 5.82 0.67
H 2.54 -1.56 2.94
F -2.91 9.09 -1.72
O -7.07 0.01 -2.49
H -1.46 -1.33 -0.79
H 1.06 -4.12 2.83
S -2.24 1.84 0.91
H 0.64 2.05 1.65
H -4.19 -3.29 -0.87
H 3.87 -12.43 1.53
P -6.87 -0.74 -0.90
H -3.43 3.83 -11.39
```

As for the maximum force: 0.1202 Eh/bohr. Its molar mass is 1020.99 g mol⁻¹. The net charge is 0. For the HOMO-LUMO gap, the calculation gives 0.2975 Ha. For the HOMO energy, the calculation gives -8.5919 eV. The spin multiplicity is 1.

Results of the Mulliken charge analysis, in e, for atoms 1 through 2: -0.37 0.42